{"formula": "C13H16O", "method": "wB97M-V/def2-TZVPD", "multiplicity": 1, "total_energy_ev": -15784.545, "homo_lumo_gap_ev": 9.49, "e_above_lowest_kcal_mol": 25.15, "largest_force_ev_per_a": 6.30, "e_homo_ha": -0.317, "species": ["C", "C", "C", "C", "C", "C", "C", "C", "C", "C", "C", "C", "C", "O", "H", "H", "H", "H", "H", "H", "H", "H", "H", "H", "H", "H", "H", "H", "H", "H"], "xyz": [[-1.49840, -3.05177, 0.01772], [-1.72921, -1.83385, -0.45013], [-1.01806, -0.59372, -0.08936], [0.17023, 0.00101, -1.23241], [1.56563, 0.08881, -0.62048], [2.29294, -1.10682, -0.50662], [3.58996, -1.05182, 0.02699], [4.22857, 0.03484, 0.57137], [3.45094, 1.21746, 0.43171], [2.11854, 1.19977, -0.03592], [-0.72762, 1.22789, -1.23202], [-1.71263, 0.72750, -0.22594], [-1.71462, 1.55184, 1.06289], [-3.04317, 0.73584, -0.73080], [-2.10649, -4.02989, -0.11270], [-0.64499, -3.43867, 0.56514], [-2.54740, -1.68350, -1.22203], [-0.61063, -0.94732, 0.82199], [0.27142, -0.42716, -2.17861], [1.95538, -2.05382, -0.88225], [4.10633, -1.99509, 0.02609], [5.31533, -0.01784, 0.94247], [3.70171, 2.20168, 0.92948], [1.58600, 2.14913, 0.13090], [-0.15177, 2.10550, -0.96884], [-1.22566, 1.24627, -2.17338], [-0.59678, 1.88071, 1.25108], [-2.13537, 0.96589, 1.74150], [-2.18416, 2.53845, 0.91082], [-3.00744, 1.44730, -1.33901]], "forces_ev_per_angstrom": [[-0.56, -2.92, 0.04], [-2.02, -0.11, -2.13], [1.81, -1.98, -2.55], [-0.70, 0.07, 3.82], [-1.28, -1.53, 0.10], [1.31, 1.53, 0.03], [-0.27, -1.91, -0.11], [0.18, 1.88, -0.72], [-0.11, 0.72, 1.97], [1.27, 1.24, 0.41], [1.09, 0.15, -0.49], [-0.32, 1.95, 1.34], [4.24, 3.21, -3.39], [0.17, -1.57, 0.65], [0.40, 2.20, -0.68], [0.34, 1.14, 0.60], [0.68, -0.38, 1.22], [1.03, 1.07, 1.34], [-0.26, -1.29, -1.29], [-0.35, -0.15, -0.18], [0.28, -0.34, 0.10], [-2.04, 0.24, -0.53], [0.30, -1.31, -0.74], [0.08, -0.58, -0.54], [-0.46, 0.63, -0.28], [-0.14, 0.73, -1.02], [-2.04, -1.14, 0.33], [-1.70, -1.93, 3.64], [-0.35, -0.63, 0.07], [-0.55, 1.03, -1.01]], "lowdin_charge": [-0.014, -0.159, -0.133, -0.090, -0.196, -0.026, -0.121, -0.088, -0.084, -0.065, -0.097, -0.551, 0.015, 0.014, 0.082, 0.046, 0.129, 0.130, 0.118, 0.109, 0.093, 0.129, 0.113, 0.102, 0.107, 0.118, 0.123, 0.033, 0.096, 0.070]}


{"formula": "C4H13N2", "method": "wB97M-V/def2-TZVPD", "multiplicity": 1, "total_energy_ev": -7331.205, "homo_lumo_gap_ev": 9.14, "e_above_lowest_kcal_mol": 52.63, "largest_force_ev_per_a": 3.12, "charge": 1, "e_homo_ha": -0.471, "species": ["N", "C", "C", "C", "C", "N", "H", "H", "H", "H", "H", "H", "H", "H", "H", "H", "H", "H", "H"], "xyz": [[1.62767, 1.30701, 0.24849], [1.26443, 0.13424, 1.00463], [0.74800, -1.00770, 0.17284], [-0.15358, -0.83512, -1.16449], [-1.14281, 0.37124, -0.96201], [-1.88768, 0.25677, 0.46171], [1.75143, 1.12025, -0.76568], [2.46584, 1.88886, 0.51273], [2.01664, -0.28242, 1.74195], [0.47597, 0.41643, 1.70931], [0.16867, -1.63694, 0.88251], [1.53479, -1.54336, -0.34924], [0.55139, -0.72484, -2.01553], [-0.55301, -1.87662, -1.13524], [-0.55802, 1.29862, -0.80422], [-1.83335, 0.36427, -1.81112], [-1.62636, 0.83121, 1.25236], [-2.05816, -0.71981, 0.77410], [-2.79188, 0.63792, 0.24690]], "forces_ev_per_angstrom": [[1.45, 1.23, -1.53], [0.41, 0.07, 1.25], [-0.73, -0.58, -1.42], [0.58, 0.50, 3.03], [1.73, -1.10, 0.61], [-0.98, -1.03, -1.85], [0.01, -0.04, 1.12], [-1.36, -1.26, 0.10], [-0.23, 0.48, -1.14], [-0.27, 0.18, 0.08], [0.66, -0.13, -0.58], [0.58, -0.56, 1.04], [-0.97, 0.31, 0.32], [-0.54, 1.08, -0.93], [-0.44, -0.48, -0.58], [-0.52, 0.52, 0.80], [1.22, 0.09, 0.03], [0.39, 0.68, -0.24], [-1.00, 0.03, -0.11]], "lowdin_charge": [-0.013, -0.329, -0.211, -0.152, -0.072, 0.202, 0.083, 0.112, 0.139, 0.077, 0.110, 0.108, 0.122, 0.120, 0.110, 0.124, 0.150, 0.176, 0.143]}


{"formula": "C19H29GeN3O2PdS", "method": "wB97M-V/def2-TZVPD", "multiplicity": 1, "total_energy_ev": -99553.897, "homo_lumo_gap_ev": [4.86, 4.86], "e_above_lowest_kcal_mol": 0.00, "largest_force_ev_per_a": 3.79, "charge": 2, "e_homo_ha": [-0.550, -0.550], "species": ["Pd", "O", "C", "O", "C", "C", "C", "C", "C", "C", "C", "C", "C", "N", "H", "H", "H", "H", "H", "H", "C", "C", "C", "C", "Ge", "C", "C", "C", "C", "H", "H", "H", "H", "H", "H", "H", "H", "H", "H", "H", "H", "H", "H", "H", "H", "H", "H", "H", "N", "C", "N", "S", "H", "H", "H", "H"], "xyz": [[-0.77410, 0.45610, -0.77450], [0.11270, 0.94070, 2.85370], [0.40720, 1.02240, 1.68340], [0.70600, 0.08280, 0.88170], [0.35170, 2.41170, 0.98960], [0.71390, 3.60310, 1.62140], [0.66320, 4.76760, 0.88770], [0.23310, 4.74230, -0.45380], [0.10610, 5.88290, -1.27890], [-0.31530, 5.75860, -2.57530], [-0.62670, 4.50110, -3.12250], [-0.54150, 3.37420, -2.35100], [-0.12280, 3.48110, -1.01280], [-0.06220, 2.36380, -0.25810], [1.03760, 3.57730, 2.65000], [0.97320, 5.70530, 1.32820], [0.33630, 6.85270, -0.86500], [-0.40170, 6.63610, -3.19830], [-0.93320, 4.43750, -4.15530], [-0.77760, 2.37330, -2.73340], [1.83470, -0.66330, -7.28410], [0.79710, -0.71770, -6.17770], [1.44220, -0.54430, -4.78970], [0.37930, -0.60920, -3.70510], [1.29040, -0.13650, -1.91670], [2.72970, -1.23120, -1.02230], [2.45460, -2.68270, -0.68460], [1.82130, -3.44970, -1.83980], [1.87370, -4.95220, -1.63380], [1.33230, -0.77870, -8.24470], [2.56690, -1.46210, -7.18590], [2.36390, 0.28770, -7.29220], [0.27580, -1.67620, -6.21150], [0.05700, 0.07050, -6.33050], [1.95940, 0.41890, -4.76420], [2.18830, -1.32730, -4.63660], [-0.08650, -1.59420, -3.65660], [-0.40750, 0.13170, -3.88980], [1.91170, 1.28020, -2.12190], [2.99360, -0.66700, -0.12530], [3.55310, -1.14990, -1.73890], [1.81800, -2.74610, 0.20030], [3.40760, -3.15490, -0.42520], [2.32580, -3.19250, -2.77680], [0.77340, -3.12220, -1.92440], [2.90680, -5.29680, -1.63760], [1.34670, -5.47630, -2.42610], [1.43630, -5.23570, -0.68030], [-1.84550, -2.58450, 1.75070], [-1.96390, -1.53740, 0.96400], [-2.31170, -0.34390, 1.46650], [-1.66850, -1.69600, -0.73430], [-2.02310, -2.52470, 2.74490], [-1.57200, -3.48160, 1.37920], [-2.39400, -0.19700, 2.46720], [-2.68410, 0.38860, 0.86150]], "forces_ev_per_angstrom": [[1.14, 0.27, 2.04], [0.44, -0.48, -0.43], [-1.12, 3.34, 1.40], [-0.99, -2.19, -2.77], [0.24, -0.63, 0.73], [-0.03, 0.09, -0.26], [0.04, -0.21, 0.08], [-0.22, -0.53, -0.22], [-0.03, -0.03, -0.14], [0.16, 0.25, 0.21], [-0.03, -0.31, 0.05], [-0.07, -0.11, -0.06], [-0.14, 0.61, -0.44], [-0.16, -0.76, -0.22], [0.01, -0.01, 0.06], [-0.06, 0.07, 0.05], [0.07, 0.10, 0.01], [-0.02, 0.06, -0.01], [-0.05, -0.03, -0.07], [0.03, 0.41, -0.08], [-0.09, -0.01, -0.14], [0.06, -0.01, 0.24], [0.34, 0.19, 0.02], [-0.75, 0.10, 1.07], [2.46, -0.71, -1.30], [-0.83, 0.35, 0.08], [-0.04, -0.10, -0.27], [-0.17, 0.05, 0.19], [0.07, 0.00, -0.15], [0.12, 0.00, -0.03], [0.05, -0.06, 0.00], [0.03, 0.06, 0.00], [-0.08, 0.01, 0.03], [-0.07, -0.02, 0.05], [0.08, 0.01, -0.03], [0.04, 0.01, 0.00], [0.04, 0.04, 0.15], [0.08, -0.08, -0.06], [-0.34, -0.14, 0.22], [0.04, 0.14, -0.19], [-0.04, 0.16, -0.13], [0.00, -0.03, 0.04], [-0.04, 0.07, 0.06], [-0.02, 0.04, -0.02], [0.10, -0.05, -0.14], [0.03, -0.05, 0.02], [-0.05, -0.09, -0.03], [-0.10, -0.06, 0.13], [-0.01, 0.22, 0.03], [-0.33, 0.15, 0.42], [-0.15, -0.06, -0.13], [0.23, 0.51, -0.30], [-0.09, -0.06, -0.04], [0.14, 0.05, -0.02], [0.08, 0.04, -0.11], [-0.03, -0.56, 0.42]], "lowdin_charge": [0.694, 0.146, -0.602, -0.063, -0.158, 0.047, 0.064, -0.121, 0.013, -0.029, -0.027, -0.031, -0.211, 0.009, 0.138, 0.141, 0.132, 0.125, 0.123, 0.087, -0.095, -0.257, -0.287, -0.313, 1.025, -0.300, -0.283, -0.299, -0.093, 0.085, 0.082, 0.080, 0.118, 0.114, 0.112, 0.111, 0.064, 0.054, -0.004, 0.067, 0.088, 0.109, 0.128, 0.109, 0.062, 0.086, 0.079, 0.076, 0.185, -0.804, 0.129, 0.750, 0.151, 0.133, 0.145, 0.115]}


> Which formula does entry 1 have?

C13H16O